Record 1
{
  "formula": "C2H8NO4PS2",
  "method": "ωB97M-V/def2-TZVPD",
  "symbols": ["C", "C", "S", "O", "O", "N", "P", "O", "O", "S", "H", "H", "H", "H", "H", "H", "H", "H"],
  "positions_angstrom": [[0.432620, -2.281394, 0.109390], [-0.329850, -0.931289, 0.128793], [0.235509, 0.186172, -1.178348], [1.658243, 0.662896, -1.139930], [-0.248939, -0.263189, -2.481914], [-0.585458, 2.050582, -0.526351], [0.521367, 2.645731, 0.623301], [1.811722, 3.097404, -0.173623], [-0.088869, 4.128497, 0.768591], [0.622138, 1.537188, 2.322005], [0.587516, -2.701242, 1.131624], [-0.108849, -3.000407, -0.378296], [1.291958, -2.013747, -0.447228], [-0.316763, -0.471244, 1.089243], [-1.452087, -1.006142, -0.214489], [-0.550085, 2.762581, -1.337678], [2.372116, 2.329048, -0.437356], [-0.567254, 4.206443, 1.608360]],
  "forces_ev_per_angstrom": [[-0.138, 2.007, 1.653], [-2.768, -0.926, -1.238], [1.891, 4.044, -1.084], [-2.570, -2.356, 0.186], [0.190, 0.624, 2.259], [0.809, -1.714, -1.448], [-0.867, -0.447, 0.973], [0.984, -0.587, 0.275], [0.054, -0.353, 0.676], [0.096, 1.527, -2.034], [0.361, 0.867, -0.743], [-1.295, -1.653, -1.595], [1.570, -0.760, -0.085], [0.268, 0.870, 0.378], [2.029, -0.003, 0.744], [-0.031, -1.755, 1.116], [-0.623, 0.575, 0.152], [0.041, 0.042, -0.185]],
  "mulliken_charge": [-0.995, -0.128, 0.910, -0.621, -0.522, -0.549, 0.833, -0.505, -0.496, -0.437, 0.317, 0.337, 0.276, 0.174, 0.302, 0.335, 0.420, 0.350],
  "homo_energy_ev": -9.22,
  "homo_lumo_gap_ha": 0.3168,
  "smiles": "CCS(=O)(=O)NP(O)(O)=S",
  "relative_energy_ev": 0.948
}


Record 2
{
  "formula": "C2H8NOPS",
  "method": "ωB97M-V/def2-TZVPD",
  "symbols": ["C", "C", "N", "O", "P", "S", "H", "H", "H", "H", "H", "H", "H", "H"],
  "positions_angstrom": [[-0.133342, -0.225356, -2.130126], [-0.475315, 2.090132, 2.030197], [0.718156, -0.376456, -1.002671], [1.313226, -1.814665, 1.299422], [0.097568, -0.975156, 0.603230], [-1.348278, -2.252146, 0.179311], [-0.439649, 0.788956, -2.344123], [0.312371, -0.522687, -3.101102], [-0.928663, -0.878295, -2.141663], [-0.962961, 1.648136, 1.216714], [-1.044571, 2.213641, 3.084814], [0.428712, 2.572261, 1.961741], [1.270765, 0.470011, -0.858680], [1.191979, -2.738377, 1.202936]],
  "forces_ev_per_angstrom": [[0.987, 0.855, -2.093], [-2.791, 0.253, 4.155], [0.644, -0.190, 2.527], [0.275, 2.410, -0.071], [0.002, -1.105, -2.275], [0.177, 0.586, 0.393], [-0.452, 0.388, 0.406], [0.805, 0.021, 0.548], [-2.121, -1.161, 0.684], [-0.574, -0.485, -0.875], [1.364, -0.455, -2.855], [1.942, 0.913, -0.343], [0.008, -0.413, 0.051], [-0.267, -1.618, -0.254]],
  "mulliken_spin": [-0.012, 0.877, 0.204, 0.023, 0.399, 0.378, 0.003, 0.021, 0.004, 0.065, 0.012, 0.037, -0.021, 0.009],
  "s2": 2.013,
  "homo_energy_ev": [-8.37, -9.10],
  "multiplicity": 3,
  "homo_lumo_gap_ha": [0.3399, 0.2496],
  "relative_energy_ev": 1.007
}


Record 3
{
  "formula": "C2H8NOPS2",
  "method": "ωB97M-V/def2-TZVPD",
  "symbols": ["C", "C", "N", "O", "P", "S", "S", "H", "H", "H", "H", "H", "H", "H", "H"],
  "positions_angstrom": [[-0.322105, -1.957997, -0.157731], [0.080792, 0.063696, -1.494220], [-0.470819, -0.531338, -0.294013], [-1.217207, 1.747496, 0.622593], [-0.527884, 0.388527, 1.111290], [-1.479523, -0.411473, 2.604578], [2.191296, 2.400802, 0.908917], [-0.734919, -2.267118, 0.803384], [-0.881101, -2.451078, -0.954134], [0.723216, -2.272005, -0.215019], [-0.723574, 0.340170, -2.178248], [0.661989, 0.958371, -1.255273], [0.739031, -0.645482, -1.997100], [-0.619216, 2.447214, 0.337383], [2.580025, 2.190216, 2.157593]],
  "forces_ev_per_angstrom": [[-0.172, -0.433, 0.018], [-0.107, 0.186, -0.175], [-0.007, 0.162, 0.553], [-0.461, 0.621, -0.459], [0.015, -0.511, 0.638], [0.139, 0.029, -0.234], [0.177, 0.292, -0.550], [0.050, -0.055, -0.164], [0.006, -0.104, -0.025], [0.077, -0.033, -0.015], [0.072, 0.049, -0.102], [-0.016, -0.042, -0.147], [0.044, 0.036, 0.035], [0.153, -0.085, 0.152], [0.030, -0.114, 0.474]],
  "mulliken_spin": [-0.001, -0.022, 0.154, 0.051, 0.527, 0.271, 1.050, 0.003, 0.009, 0.000, 0.009, 0.007, -0.005, -0.025, -0.028],
  "s2": 2.008,
  "homo_energy_ev": [-7.40, -8.62],
  "multiplicity": 3,
  "homo_lumo_gap_ha": [0.2899, 0.2000],
  "relative_energy_ev": 0.000
}


Record 4
{
  "formula": "C2H8NOS2",
  "method": "ωB97M-V/def2-TZVPD",
  "symbols": ["C", "O", "C", "N", "H", "H", "H", "H", "H", "H", "S", "S", "H", "H"],
  "positions_angstrom": [[0.775677, -1.203756, 0.706717], [0.724809, -0.188595, 1.671027], [-0.505556, -2.035524, 0.768131], [-0.494628, -3.082650, -0.257641], [0.892951, -0.791535, -0.294321], [1.643554, -1.861430, 0.925909], [-0.608620, -2.427899, 1.786788], [-1.318724, -1.339480, 0.560691], [0.295526, -3.702035, -0.146599], [-1.317641, -3.664457, -0.207892], [0.836377, 2.151836, -0.455401], [-1.070910, 1.500827, -1.010545], [0.765725, 0.673079, 1.210810], [-1.159394, 2.034776, -2.235792]],
  "forces_ev_per_angstrom": [[0.046, -0.467, 0.143], [-0.003, -0.138, 0.486], [0.331, 0.161, -0.167], [-0.016, 0.039, -0.134], [0.039, 0.045, -0.116], [-0.186, 0.129, -0.163], [-0.113, 0.059, 0.059], [-0.141, -0.127, 0.040], [0.177, 0.004, 0.113], [-0.151, 0.022, 0.045], [-0.028, 0.064, 0.013], [0.006, 0.011, 0.121], [0.046, 0.185, -0.318], [-0.008, 0.011, -0.123]],
  "mulliken_charge": [-0.456, -0.505, -0.244, -0.572, 0.373, 0.255, 0.221, 0.217, 0.198, 0.206, -0.669, -0.265, 0.175, 0.066],
  "homo_energy_ev": -2.61,
  "homo_lumo_gap_ha": 0.2298,
  "total_charge": -1,
  "relative_energy_ev": 0.167
}